P) 10
Properties=species:S:1:pos:R:3:mulliken_charge:R:1 method="wB97M-V/def2-TZVPD" homo_lumo_gap_ev=8.6 smiles=CSSC
C -1.39236 -0.63833 0.26439 -0.96
C 1.26053 0.83445 -0.56130 -0.80
S 1.71938 -0.39590 0.78934 -0.06
H -1.45097 0.43304 0.18241 0.35
H -1.39372 -1.38027 -0.53175 0.32
S -0.11281 -0.97026 1.50599 -0.06
H -2.36659 -0.88595 0.72773 0.32
H 0.50388 0.34529 -1.15457 0.29
H 1.00833 1.80928 -0.16318 0.28
H 2.22433 0.84865 -1.05905 0.30

Q) 10
Properties=species:S:1:pos:R:3:mulliken_charge:R:1 method="wB97M-V/def2-TZVPD" homo_lumo_gap_ev=9.5 smiles="C=C.SS"
H -0.20686 1.23311 0.72812 0.30
H 3.25698 0.27071 1.93154 0.15
S 2.04916 0.40746 -0.68079 -0.15
C -0.96462 0.45977 0.66620 -0.54
H -1.83857 -1.11741 -0.25802 0.23
H -1.02204 0.17138 -1.36508 0.22
H -1.18628 0.01078 1.63190 0.19
C -1.34350 -0.17099 -0.36027 -0.39
H 3.13411 0.91710 -1.20240 0.15
S 2.91374 -0.55571 1.00691 -0.17

The data favor P); the next most stable structure lies 0.933 eV above it.

P) 37
Properties=species:S:1:pos:R:3:mulliken_charge:R:1 method="wB97M-V/def2-TZVPD" homo_lumo_gap_ev=10.5
H -2.60515 2.12574 -2.14041 0.25
H -1.35834 2.87258 3.02475 0.28
O 0.85840 1.16090 2.10294 -0.67
O -0.78027 -1.41724 2.32752 -0.60
H -3.66268 -1.47525 1.10290 0.28
O -2.95141 -0.91304 0.79589 -0.69
H 2.10247 -1.31405 -1.19389 0.43
H 3.55631 -1.17919 -1.59394 0.33
H 0.35062 3.18213 -2.25907 0.30
H 2.93120 0.87200 -0.46935 0.37
H -1.00257 -1.51570 -2.74208 0.35
O 2.72109 -0.71181 -1.60722 -0.68
H 0.45625 0.32508 1.86649 0.30
H -2.08081 -1.85908 -0.69677 0.43
Ne -0.21031 0.03383 -0.63308 0.04
O 2.50386 -1.65310 1.77264 -0.51
H 2.46483 -1.77307 2.72149 0.27
H -2.33846 -3.26187 -1.20438 0.26
O -1.52901 2.73657 2.09276 -0.63
O 0.77943 -2.49443 -0.65504 -0.77
O -1.78327 -2.49530 -1.34709 -0.73
O -0.57422 -1.44539 -3.59520 -0.61
H -1.60653 -1.04116 2.02406 0.35
H -0.14065 -2.61812 -0.88821 0.41
H 0.75563 -2.12144 0.22618 0.24
H 0.81041 4.04227 -1.10120 0.29
H -0.90688 2.05767 1.83144 0.39
H 3.36030 -1.25530 1.61607 0.27
O 0.03493 3.61648 -1.46666 -0.65
H -0.76149 -1.22958 3.26595 0.31
H 3.83520 1.52979 0.55142 0.27
H -1.64177 2.78930 -1.17943 0.36
O -2.44252 2.26561 -1.20755 -0.56
O 2.94759 1.56136 0.19453 -0.64
H -3.37811 -0.08513 0.57517 0.27
H 1.65408 1.20296 1.57252 0.38
H -0.36810 -0.51490 -3.68429 0.30

Q) 37
Properties=species:S:1:pos:R:3:mulliken_charge:R:1 method="wB97M-V/def2-TZVPD" homo_lumo_gap_ev=10.3
O -0.51423 2.33962 -0.86584 -0.71
H 4.33277 0.91520 1.88328 0.27
O -2.60973 1.20598 -1.97712 -0.72
H 2.52538 2.08218 -0.24313 0.29
O 3.73300 1.40808 2.44326 -0.60
H 3.10610 1.80117 1.83605 0.41
H -0.66288 -2.61870 2.69609 0.44
H 1.57241 2.57020 -3.27039 0.28
H 0.26220 2.58813 -2.51216 0.42
O 2.74123 -1.65570 -0.13104 -0.67
H 0.45655 -1.11049 2.19053 0.29
O -1.40548 -2.73775 3.28820 -0.64
H -1.55967 -3.09899 -0.59585 0.27
O -1.05196 -3.47800 0.12165 -0.60
O -3.37944 1.22448 2.39647 -0.61
H 1.10333 2.50544 0.05780 0.33
H -3.42918 0.61706 1.65837 0.29
O -3.23571 -1.20898 -0.73626 -0.72
O 1.98538 2.49713 0.42952 -0.67
O 0.63293 2.42256 -3.37898 -0.65
H -0.94331 3.10430 -0.48192 0.29
H -2.85526 0.46945 -1.41724 0.40
H -1.22505 1.84524 -1.27395 0.37
H -3.28324 -1.76045 0.04467 0.33
H 3.50468 -1.08572 -0.03888 0.27
H -0.38724 -2.81839 0.31989 0.36
H 1.61235 -1.64167 1.36963 0.33
H -2.49238 1.11406 2.73878 0.31
H -2.14971 0.80425 -2.71415 0.34
H 1.84334 0.34038 -2.31750 0.28
H 2.32653 -1.37154 -0.94561 0.39
O 0.84618 -1.92366 1.86933 -0.71
O 1.73086 -0.57541 -2.57231 -0.64
Ne 0.03194 0.09889 0.54876 0.05
H -1.21597 -3.55471 3.74959 0.30
H 2.09243 -0.62443 -3.45725 0.30
H -4.03914 -0.68923 -0.71229 0.32

The data favor P); the next most stable structure lies 0.690 eV above it.

P) 27
Properties=species:S:1:pos:R:3:mulliken_charge:R:1 method="wB97M-V/def2-TZVPD" homo_lumo_gap_ev=8.9 smiles=CCn1cccc1Cc1ccc[nH]1
C -0.49816 -2.22375 -1.64920 -0.24
C -1.47127 -2.87057 -0.96775 -0.82
H 1.55904 1.46107 -1.39171 0.19
N -0.00471 -1.32335 -0.80884 0.26
H -2.20656 -2.69694 1.31146 0.27
C 1.07246 0.68518 -2.02728 -0.97
C 0.82520 1.70087 1.91747 -0.70
H -2.00345 1.19583 0.61363 0.31
H 1.82542 -0.39283 -0.10050 0.26
H 1.64804 0.47634 -3.00179 0.36
C -0.13029 0.88857 1.51004 0.38
C -0.60854 2.88212 0.56994 -0.65
H 0.02129 0.83763 -2.14482 0.32
C 1.25778 -0.59961 -1.11166 -0.38
H -1.03542 -0.81470 2.48648 0.38
C -0.24910 -0.60657 1.81868 -0.86
C -0.56275 -1.36647 0.49591 0.05
H -1.00764 3.65219 -0.13937 0.34
N -1.03263 1.62856 0.78278 0.03
H 0.65748 -0.97269 2.32036 0.28
C 0.60650 2.92732 1.24510 -0.35
H 2.10690 -1.12477 -1.70042 0.36
C -1.56480 -2.38268 0.39115 -0.28
H 1.78554 1.36860 2.32581 0.35
H -1.95037 -3.80557 -1.33883 0.31
H 1.27240 3.79058 1.28128 0.37
H -0.31235 -2.31431 -2.68794 0.42

Q) 27
Properties=species:S:1:pos:R:3:mulliken_charge:R:1 method="wB97M-V/def2-TZVPD" homo_lumo_gap_ev=9.2 smiles=CC1(C)C[C@@](C)(C#N)c2c[nH]cc21
C 0.94872 -2.33466 1.40397 -0.14
H -1.15678 -3.06007 1.90238 0.44
C 0.21878 0.13875 -0.94528 1.95
H -1.30276 -1.26185 -0.82060 0.34
H 0.53744 0.53308 3.66048 0.46
H 0.40257 -2.07756 -0.93726 0.30
C 0.46321 0.82432 0.39441 -0.26
C -1.37772 -2.05414 1.72970 -1.53
C -0.24936 -1.23721 -0.53793 -1.39
H 1.87761 1.25914 -1.83714 0.41
H 1.44677 2.64362 2.77349 0.15
C 0.59186 0.78432 2.62978 -0.79
H -2.41076 -1.93361 1.20858 0.29
C -0.74706 0.95248 -1.86215 -1.40
N 1.09190 1.94676 2.18245 0.05
H 2.44390 -0.26334 -1.09987 0.35
H -1.59191 -1.60372 2.67562 0.40
H 1.66133 -0.36209 -2.62802 0.37
N 1.86395 -3.00250 1.67593 -0.60
C -0.14252 -1.38915 1.11274 2.08
H 1.56372 2.83738 0.27190 0.35
C 0.26962 0.02123 1.53926 -0.44
C 0.99696 2.06171 0.80925 -0.78
C 1.59073 0.22839 -1.65244 -1.63
H -0.50501 2.04457 -1.87380 0.30
H -0.74533 0.50539 -2.88947 0.37
H -1.87898 0.80957 -1.48006 0.32

The data favor Q); the next most stable structure lies 0.791 eV above it.

P) 16
Properties=species:S:1:pos:R:3:mulliken_charge:R:1 method="wB97M-V/def2-TZVPD" homo_lumo_gap_ev=7.7 smiles="C=C(n1cccc1)[N+](=O)[O-]"
C 0.67154 -1.12606 -0.65672 -0.36
C -0.95976 0.74124 2.02510 -0.97
C -1.01971 0.23209 -1.02030 -0.15
C 0.28643 -1.33289 -1.95039 -0.37
H -0.82219 1.37767 2.84217 0.32
C 0.14670 0.36342 1.12658 0.53
O 2.39917 0.42067 0.72150 -0.57
H -1.61368 -0.28618 -2.97979 0.31
H -1.98851 0.48350 2.04340 0.34
H 1.53537 -1.63361 -0.30696 0.38
H 0.65733 -2.05473 -2.80614 0.28
C -0.78701 -0.41044 -2.21511 -0.52
H -1.60761 1.10883 -0.63105 0.29
N -0.04705 -0.11236 -0.10927 0.12
N 1.49371 0.78632 1.45797 0.97
O 1.65527 1.44252 2.45903 -0.60

Q) 16
Properties=species:S:1:pos:R:3:mulliken_charge:R:1 method="wB97M-V/def2-TZVPD" homo_lumo_gap_ev=9.3 smiles="O=c1cc[nH]c(=O)[nH]1.C#C"
N -0.88865 -0.59970 -0.48002 -0.29
H 1.81884 2.84649 -0.74853 0.38
H 1.43801 -1.78231 2.34901 0.41
H -0.25033 -3.51812 1.23479 0.33
H -2.02927 -0.14459 -0.54547 0.35
C 0.41227 3.02613 -2.53763 -0.30
O -2.35998 -2.35332 0.01971 -0.60
C 1.13591 2.85972 -1.58148 -0.47
O -0.35862 1.65145 0.01337 -0.52
N 0.73685 -0.16368 1.12048 -0.10
C -0.26437 0.46778 0.27460 0.28
C 0.80844 -1.56842 1.52241 -0.24
C -1.17006 -1.93402 0.16325 0.52
H 1.24286 0.56642 1.63293 0.26
H -0.12201 3.06950 -3.43491 0.40
C -0.14991 -2.42332 0.99747 -0.41

The data favor Q); the next most stable structure lies 1.982 eV above it.